A cluster of 2 separate species, CH4O4 in total. Source: the Open Molecules 2025 dataset; level of theory: ωB97M-V/def2-TZVPD.

Calculated values
ΔE to the lowest compared entry with this formula, charge and spin (eV): 0.266
HOMO level (Eh): -0.397
Structure (SMILES): O=C(O)O.O
E_tot (eV): -9292.02087
HOMO-LUMO gap (eV): 11.181

```
! wB97M-V def2-TZVPD RIJCOSX def2/J DEFGRID3
* xyz 0 1
C -1.260 0.486 0.209
O 1.707 -1.091 -0.258
O -0.355 1.473 0.307
O -0.961 -0.370 -0.792
O -2.354 0.544 0.723
H 1.375 -1.618 0.376
H -0.635 2.230 0.948
H -0.036 -0.196 -1.053
H 2.519 -1.457 -0.459
*
```